No. 1
Computed, not measured: a 2-piece molecular cluster, C4H6NOPS overall at a distorted geometry, with wB97M-V/def2-TZVPD.

Geometry as XYZ:
```
14
Properties=species:S:1:pos:R:3:forces:R:3:lowdin_charge:R:1
C 1.587 -1.388 0.320 1.3071 -0.2818 0.4190 -0.01
N 1.021 -0.303 0.092 -0.7706 0.5058 -0.0169 0.04
C 0.543 0.713 -0.615 0.0962 1.6237 0.2203 -0.90
S 0.597 0.667 -2.252 -0.1808 -0.3587 -1.0619 0.64
O 0.095 1.840 0.051 0.1158 -0.0583 -0.1051 -0.18
C -0.796 2.871 -0.653 -1.0359 -2.7405 0.0885 -0.04
H 2.696 -1.595 0.244 -0.8272 0.8235 -0.1270 0.11
H 1.027 -2.262 0.690 0.0695 0.5227 -0.3578 -0.02
H -1.811 2.413 -0.421 1.0167 0.9671 -0.4159 0.10
H -0.670 2.837 -1.761 0.3054 0.1577 1.0680 0.03
H -0.733 3.875 -0.203 0.6359 -0.8066 0.0040 0.08
C -0.750 -2.851 1.160 -1.5711 -1.1479 1.1619 -0.58
P -1.167 -3.379 2.596 0.5747 0.4561 0.1143 0.80
H -1.639 -3.439 0.753 0.2642 0.3371 -0.9914 -0.07
```
Positions in Å, forces in eV/Å.

Computed properties:
Total charge: 0
Spin multiplicity: 1

---

No. 2
Computed, not measured: C2H3N3O as an isolated structure, with wB97M-V/def2-TZVPD.

Geometry as XYZ:
```
9
Properties=species:S:1:pos:R:3:forces:R:3:lowdin_charge:R:1
O 0.746 0.310 -1.654 0.1544 0.0255 -0.2073 0.13
C 0.287 0.224 -0.290 -0.1964 -0.1469 0.1047 -0.51
N 0.489 0.826 0.843 0.1329 0.0242 -0.2315 0.13
C -0.499 0.177 1.542 -0.1398 -0.0034 0.3513 -0.24
N -1.216 -0.707 0.858 -0.0752 0.0450 0.2765 0.02
N -0.663 -0.665 -0.376 0.0409 -0.0488 -0.2120 -0.02
H 1.645 -0.047 -1.775 -0.1456 0.0311 0.0713 0.16
H -0.684 0.379 2.590 0.0359 -0.0478 -0.1884 0.10
H -0.105 -0.498 -1.739 0.1929 0.1210 0.0354 0.24
```
Positions in Å, forces in eV/Å.

Computed properties:
Total charge: 0
Spin multiplicity: 1

---

How do the records compare in highest occupied orbital energy? In the order shown, they have -8.0409, -9.6203 eV.
How do the records compare in gap between HOMO and LUMO? In the order shown, they have 0.2462, 0.3464 Eh.